# 1
Molecular formula: C32H37BO4S
Method: DFT, ωB97M-V/def2-TZVPD

XYZ file:
```
75
Properties=species:S:1:pos:R:3
C -1.98 -2.34 -5.38
O -2.00 -3.32 -4.31
C -2.06 -2.86 -3.03
C -2.38 -3.80 -2.02
C -2.14 -3.48 -0.69
C -1.64 -2.23 -0.31
B -1.29 -1.88 1.28
C -2.90 -1.55 1.34
C -3.49 -0.30 1.24
C -4.87 -0.28 1.65
C -5.32 -1.48 2.16
C -6.62 -1.75 2.83
S -4.06 -2.69 1.97
O -0.98 -2.89 2.21
C -0.69 -2.17 3.43
C -1.93 -2.08 4.29
C 0.34 -3.02 4.17
C -0.19 -0.72 2.94
C -0.76 0.46 3.70
C 1.32 -0.62 2.94
O -0.63 -0.64 1.57
C -1.39 -1.29 -1.31
C -1.68 -1.55 -2.65
H -1.96 -2.96 -6.28
H -2.88 -1.72 -5.36
H -1.07 -1.72 -5.34
H -2.75 -4.78 -2.32
H -2.40 -4.21 0.07
H -2.99 0.58 0.85
H -5.50 0.61 1.61
H -7.21 -0.82 2.90
H -7.22 -2.49 2.28
H -6.47 -2.12 3.86
H -1.69 -1.68 5.29
H -2.69 -1.44 3.83
H -2.36 -3.09 4.39
H 0.62 -2.57 5.13
H -0.12 -3.99 4.35
H 1.25 -3.16 3.57
H -0.46 0.42 4.76
H -0.36 1.39 3.28
H -1.85 0.52 3.65
H 1.75 -0.66 3.94
H 1.72 -1.45 2.35
H 1.63 0.31 2.43
H -1.00 -0.31 -1.03
H -1.55 -0.77 -3.40
C 0.95 -7.12 -5.09
O 1.26 -7.26 -3.68
C 1.35 -6.16 -2.88
C 1.60 -6.40 -1.50
C 1.49 -5.37 -0.59
C 1.23 -4.03 -1.01
C 1.37 -2.91 -0.12
C 2.41 -1.94 -0.37
C 3.31 -1.47 0.65
C 4.07 -0.32 0.46
C 4.15 0.28 -0.81
C 3.46 -0.31 -1.88
C 2.66 -1.43 -1.67
C 0.95 -3.85 -2.39
C 1.13 -4.84 -3.33
H 1.06 -8.13 -5.49
H -0.08 -6.77 -5.25
H 1.67 -6.45 -5.59
H 1.82 -7.42 -1.20
H 1.69 -5.56 0.46
H 0.92 -2.97 0.87
H 3.34 -2.01 1.60
H 4.63 0.10 1.30
H 4.79 1.14 -0.98
H 3.54 0.09 -2.89
H 2.20 -1.90 -2.53
H 0.58 -2.88 -2.72
H 1.01 -4.63 -4.40
```

Output
ΔE to the lowest compared entry with this formula, charge and spin in kJ/mol: 152.06
E_LUMO in eV: -2.614
Total energy in a.u.: -1965.456551
2S+1: 1
Orbital gap in eV: 3.368
Net charge: 0



# 2
Molecular formula: C32H37BrCuN9O4
Method: DFT, ωB97M-V/def2-TZVPD

XYZ file:
```
84
Properties=species:S:1:pos:R:3
Cu 0.28 0.09 0.01
C -0.56 3.02 1.21
O -0.71 2.17 0.06
C -1.33 2.78 -1.02
C -2.04 3.96 -0.92
C -2.66 4.47 -2.06
Br -3.65 6.07 -1.92
C -2.54 3.85 -3.29
C -1.80 2.68 -3.39
C -1.22 2.14 -2.25
O -0.49 0.97 -2.27
C -1.65 2.06 -4.72
N -2.48 2.24 -5.70
C -1.94 1.54 -6.77
C -2.43 1.40 -8.07
C -1.68 0.66 -8.96
C -0.46 0.06 -8.58
C 0.03 0.19 -7.29
C -0.74 0.94 -6.40
N -0.57 1.27 -5.07
H -1.53 3.21 1.67
H -0.09 3.96 0.92
H 0.08 2.48 1.90
H -2.15 4.48 0.01
H -3.01 4.26 -4.17
H -0.94 0.31 -2.81
H -3.36 1.86 -8.36
H -2.03 0.53 -9.97
H 0.10 -0.50 -9.31
H 0.97 -0.26 -7.00
H 0.24 1.10 -4.50
C 2.92 0.64 -2.09
C 2.26 -0.70 -2.12
N 1.23 -1.05 -1.37
C 0.92 -2.35 -1.71
C 1.76 -2.78 -2.68
N 2.61 -1.72 -2.92
C 3.72 -1.75 -3.88
N 4.64 -2.80 -3.56
N 4.88 -3.77 -4.49
N 5.76 -4.58 -4.04
C 6.12 -4.16 -2.77
C 7.03 -4.71 -1.86
C 7.18 -4.07 -0.66
C 6.44 -2.91 -0.34
C 5.54 -2.36 -1.22
C 5.41 -3.01 -2.45
H 2.31 1.31 -1.48
H 3.02 1.07 -3.08
H 3.92 0.59 -1.65
H 0.11 -2.89 -1.23
H 1.85 -3.72 -3.19
H 4.20 -0.78 -3.87
H 3.35 -1.97 -4.88
H 7.59 -5.60 -2.12
H 7.88 -4.47 0.07
H 6.59 -2.45 0.63
H 4.97 -1.48 -0.96
C 0.41 -3.20 1.65
O 1.23 -2.14 1.43
H 0.72 -4.13 1.19
H -0.30 -3.16 2.46
H 0.95 -1.40 2.00
C -2.58 0.56 2.73
N -1.51 0.73 3.71
C -1.89 1.09 5.07
C -1.08 0.28 6.05
C 0.39 0.54 5.80
N 0.70 0.42 4.37
C 2.11 0.31 4.04
C -0.23 0.43 3.39
O 0.09 0.18 2.20
H -3.16 1.48 2.66
H -3.25 -0.25 3.03
H -2.16 0.34 1.76
H -2.96 0.90 5.18
H -1.73 2.16 5.23
H -1.30 -0.78 5.92
H -1.33 0.55 7.08
H 1.01 -0.18 6.33
H 0.67 1.54 6.14
H 2.65 1.16 4.47
H 2.25 0.31 2.97
H 2.53 -0.61 4.45
```

Output
ΔE to the lowest compared entry with this formula, charge and spin in kJ/mol: 0.00
E_LUMO (alpha / beta) in eV: -2.035 / -2.049
Total energy in a.u.: -6249.652070
2S+1: 2
Orbital gap (alpha / beta) in eV: 7.442 / 8.380
Net charge: +1



# 3
Molecular formula: C32H37ClF16NO7SSi
Method: DFT, ωB97M-V/def2-TZVPD

XYZ file:
```
96
Properties=species:S:1:pos:R:3
C 1.34 -3.12 2.13
C 2.36 -3.86 1.26
C 1.68 -4.64 0.11
C 1.87 -3.97 -1.25
C 1.01 -2.75 -1.39
C -0.32 -2.75 -1.48
Cl -1.28 -4.17 -1.55
C -1.08 -1.46 -1.58
O -2.05 -1.37 -2.29
C -0.51 -0.35 -0.77
C -1.31 0.60 -0.13
C -2.81 0.58 -0.21
C -3.40 1.83 -0.87
O -4.64 1.59 -1.54
Si -5.95 1.04 -0.69
C -5.93 -0.82 -0.44
C -7.48 1.43 -1.70
C -6.07 1.83 1.01
C -0.67 1.58 0.63
N -1.45 2.56 1.33
C -1.52 2.34 2.80
C -1.91 0.94 3.20
C 0.73 1.63 0.72
C 1.36 2.70 1.62
O 1.32 3.86 1.20
O 1.78 2.27 2.72
C 1.52 0.69 0.05
S 3.28 0.88 0.21
C 0.89 -0.31 -0.68
C 1.66 -1.39 -1.39
O 2.72 -1.22 -1.94
H 0.54 -2.72 1.49
H 0.85 -3.81 2.81
H 1.78 -2.30 2.69
H 3.09 -3.15 0.86
H 2.86 -4.60 1.88
H 0.62 -4.74 0.36
H 2.05 -5.66 0.04
H 2.92 -3.67 -1.31
H 1.69 -4.65 -2.08
H -3.18 0.51 0.82
H -3.16 -0.31 -0.72
H -2.70 2.19 -1.62
H -3.49 2.62 -0.13
H -5.73 -1.35 -1.38
H -5.21 -1.12 0.32
H -6.92 -1.11 -0.07
H -7.30 1.33 -2.77
H -7.91 2.39 -1.44
H -8.22 0.67 -1.44
H -5.10 2.03 1.46
H -6.61 1.16 1.68
H -6.62 2.77 0.98
H -0.95 3.45 1.23
H -2.28 3.02 3.18
H -0.58 2.63 3.27
H -1.16 0.20 2.94
H -2.89 0.68 2.78
H -2.03 0.91 4.29
H 3.48 0.07 1.26
C 3.51 3.98 4.19
C 3.76 2.64 4.88
C 2.54 1.90 5.43
F 1.92 2.62 6.40
F 2.95 0.73 5.99
F 4.71 2.77 5.85
F 4.25 1.82 3.93
O 3.74 5.17 4.94
C 2.79 5.73 5.74
C 3.21 5.74 7.21
F 3.47 4.49 7.65
F 2.21 6.26 7.96
F 1.58 5.17 5.58
F 2.68 7.04 5.38
H 4.26 4.02 3.40
H 2.55 3.99 3.67
H 1.84 1.69 4.62
H 4.11 6.35 7.33
C 2.09 -2.04 -5.81
C 2.15 -3.42 -5.14
C 3.12 -4.46 -5.71
F 2.81 -4.77 -6.99
F 3.03 -5.59 -4.97
F 0.91 -3.94 -5.06
F 2.58 -3.19 -3.87
O 1.05 -1.79 -6.73
C 1.15 -2.12 -8.05
C 0.11 -3.17 -8.46
F 0.24 -4.29 -7.73
F 0.30 -3.48 -9.76
F 2.39 -2.49 -8.40
F 0.85 -1.00 -8.76
H 1.88 -1.35 -4.99
H 3.06 -1.74 -6.20
H 4.14 -4.09 -5.66
H -0.90 -2.77 -8.33
```

Output
E_LUMO in eV: 1.351
Total energy in a.u.: -4568.926314
2S+1: 1
Orbital gap in eV: 7.504
Net charge: -1



# 4
Molecular formula: C32H37FN3O6S
Method: DFT, ωB97M-V/def2-TZVPD

XYZ file:
```
80
Properties=species:S:1:pos:R:3
C 0.03 7.01 -1.31
O -1.01 5.96 -1.19
C -1.62 5.65 -2.49
C -2.99 4.72 -2.39
C -3.83 4.93 -1.00
C -3.23 4.13 0.30
C -3.21 2.48 0.14
C -2.15 1.77 1.21
C -2.90 0.96 2.43
C -2.64 -0.65 2.46
C -1.09 -1.12 2.23
C 0.04 -0.17 2.95
C 1.56 -0.86 2.96
C 1.73 -2.07 1.86
C 2.04 -3.59 2.44
C 2.22 -3.97 4.03
C 0.99 -4.42 5.05
C 1.42 -4.73 6.60
N 2.79 -4.69 7.22
C 3.88 -4.27 6.27
C 3.75 -3.91 4.68
C 2.18 -4.86 1.36
C 2.06 -4.69 -0.27
C 2.20 -6.05 -1.21
O 3.38 -6.17 -1.89
N 1.14 -7.15 -1.29
C 0.75 -7.45 -2.73
O 1.05 -6.66 -3.79
F -0.06 -8.69 -3.03
C 1.79 -3.18 -0.85
C 1.64 -1.92 0.22
C 1.37 -0.42 -0.47
O 1.89 0.66 0.11
C 0.49 -0.43 -1.88
N -0.48 0.67 -2.29
C 0.14 1.90 -2.30
S 1.12 3.25 -1.86
C 0.61 -1.60 -2.84
C 1.61 -2.88 -2.48
O 2.21 -3.64 -3.41
H -0.18 7.97 -0.65
H 1.03 6.54 -0.91
H 0.20 7.38 -2.42
H -1.80 6.65 -3.10
H -0.86 5.02 -3.16
H -2.75 3.60 -2.66
H -3.69 5.12 -3.27
H -4.98 4.70 -1.17
H -3.78 6.09 -0.74
H -2.19 4.57 0.67
H -3.99 4.34 1.20
H -4.27 1.99 0.14
H -2.74 2.27 -0.93
H -1.58 2.69 1.72
H -1.34 1.16 0.64
H -2.68 1.46 3.48
H -4.07 1.11 2.26
H -3.30 -1.16 1.63
H -3.06 -1.04 3.51
H -0.98 -2.20 2.71
H -0.94 -1.27 1.07
H -0.23 0.01 4.09
H 0.18 0.89 2.47
H 1.82 -1.21 4.04
H 2.33 0.01 2.68
H -0.10 -4.51 4.62
H 0.52 -5.03 7.33
H 4.98 -4.20 6.73
H 4.65 -3.62 3.98
H 2.37 -5.96 1.78
H 0.30 -6.90 -0.71
H 0.00 -1.69 -3.83
C 1.89 2.54 -5.44
C 0.63 2.82 -6.28
O -0.38 2.97 -5.44
H 1.78 1.62 -4.85
H 2.75 2.41 -6.10
H 2.12 3.37 -4.76
H 0.58 2.00 -7.01
H 0.90 3.67 -6.93
```

Output
ΔE to the lowest compared entry with this formula, charge and spin in kJ/mol: 2349.72
E_LUMO in eV: -0.125
Total energy in a.u.: -2354.242612
2S+1: 1
Orbital gap in eV: 2.850
Net charge: -1



# 5
Molecular formula: C32H37N6OPbS
Method: DFT, ωB97M-V/def2-TZVPD

XYZ file:
```
78
Properties=species:S:1:pos:R:3
Pb 3.13 0.57 -0.99
C 4.68 -6.17 1.83
C 4.23 -6.14 0.36
C 5.31 -6.72 -0.53
C 2.95 -6.90 0.32
C 4.08 -4.62 0.03
C 5.14 -3.79 -0.26
C 4.92 -2.44 -0.48
N 3.66 -1.88 -0.51
C 2.64 -2.72 -0.31
C 2.78 -4.06 -0.05
C 1.29 -2.05 -0.54
C 0.10 -2.71 -0.35
C -1.14 -2.05 -0.48
C -1.13 -0.72 -0.74
C 0.09 -0.09 -0.88
N 1.25 -0.71 -0.78
C -2.44 -2.85 -0.42
C -2.53 -3.68 0.86
C -2.46 -3.81 -1.62
C -3.66 -1.95 -0.54
H 4.75 -7.22 2.09
H 3.93 -5.68 2.42
H 5.61 -5.68 1.97
H 5.22 -7.82 -0.48
H 6.32 -6.50 -0.14
H 5.26 -6.34 -1.55
H 3.18 -7.97 0.24
H 2.41 -6.74 -0.58
H 2.30 -6.68 1.19
H 6.13 -4.20 -0.25
H 5.74 -1.77 -0.59
H 1.88 -4.71 0.08
H 0.16 -3.73 -0.14
H -1.95 -0.15 -1.04
H 0.06 0.98 -1.18
H -1.87 -4.49 1.01
H -3.53 -4.11 0.93
H -2.46 -2.94 1.68
H -1.62 -4.47 -1.71
H -2.57 -3.21 -2.50
H -3.29 -4.51 -1.55
H -3.81 -1.27 0.27
H -4.55 -2.61 -0.46
H -3.67 -1.40 -1.49
S 3.35 0.28 1.60
C 2.85 1.81 2.11
N 2.44 2.85 2.41
C -7.09 5.42 2.01
C -5.84 5.75 1.27
C -5.87 5.92 -0.14
C -4.73 6.19 -0.83
C -3.55 6.38 -0.21
N -2.44 6.86 -0.90
C -1.15 6.49 -0.98
O -0.30 7.16 -1.53
N -0.83 5.30 -0.41
C 0.50 4.79 -0.53
C 1.65 5.63 -0.58
C 2.88 5.09 -0.68
C 3.01 3.70 -0.67
N 1.96 2.89 -0.71
C 0.73 3.43 -0.68
C -3.46 6.18 1.16
C -4.59 5.87 1.87
H -7.73 6.32 2.15
H -6.85 4.98 2.99
H -7.62 4.63 1.45
H -6.78 5.68 -0.73
H -4.89 6.33 -1.86
H -2.64 7.74 -1.39
H -1.58 4.70 -0.12
H 1.45 6.69 -0.58
H 3.78 5.70 -0.89
H 3.96 3.27 -0.69
H -0.10 2.76 -0.61
H -2.52 6.27 1.65
H -4.51 5.67 2.96
```

Output
ΔE to the lowest compared entry with this formula, charge and spin in kJ/mol: 0.13
E_LUMO in eV: -3.221
Total energy in a.u.: -2236.259997
2S+1: 1
Orbital gap in eV: 7.371
Net charge: +1



# 6
Molecular formula: C32H38BNO2
Method: DFT, ωB97M-V/def2-TZVPD

XYZ file:
```
74
Properties=species:S:1:pos:R:3
C -3.13 -3.30 -3.80
C -2.07 -3.44 -2.72
C -1.28 -4.72 -2.99
O -1.24 -2.30 -2.72
B -0.72 -2.23 -1.37
C 0.84 -2.80 -1.47
C 1.43 -3.40 -0.36
C 2.68 -4.02 -0.49
C 3.33 -4.05 -1.73
C 2.74 -3.42 -2.83
C 1.50 -2.77 -2.69
C -0.71 -0.69 -0.66
C -0.86 -0.81 0.81
C -0.59 0.37 -1.47
O -1.48 -3.09 -0.48
C -2.63 -3.44 -1.21
C -3.72 -2.37 -1.03
C -3.16 -4.78 -0.72
H -3.82 -4.15 -3.75
H -3.68 -2.36 -3.71
H -2.63 -3.34 -4.78
H -1.97 -5.56 -3.12
H -0.71 -4.61 -3.92
H -0.59 -4.96 -2.17
H 0.92 -3.40 0.60
H 3.14 -4.48 0.39
H 4.29 -4.56 -1.84
H 3.22 -3.42 -3.81
H 1.06 -2.27 -3.55
H -0.12 -1.52 1.21
H -0.72 0.13 1.34
H -1.85 -1.20 1.08
H -0.94 1.39 -1.33
H -0.24 0.18 -2.49
H -4.65 -2.73 -1.48
H -3.89 -2.21 0.04
H -3.43 -1.42 -1.49
H -4.01 -5.09 -1.35
H -2.39 -5.55 -0.75
H -3.53 -4.67 0.30
C -3.07 3.41 0.72
C -1.98 3.73 1.65
N -2.18 4.57 2.70
C -1.01 4.73 3.45
C -0.01 3.94 2.84
C 1.23 3.84 3.46
C 1.45 4.52 4.66
C 0.43 5.29 5.25
C -0.82 5.42 4.64
C -0.62 3.30 1.66
C -0.01 2.38 0.79
C 1.42 2.39 0.59
C 2.07 3.65 0.45
C 3.45 3.74 0.35
C 4.24 2.59 0.43
C 5.73 2.72 0.48
C 3.62 1.33 0.49
C 2.23 1.23 0.54
H -2.64 2.96 -0.18
H -3.78 2.69 1.17
H -3.64 4.31 0.44
H -3.06 5.01 2.91
H 2.01 3.24 3.00
H 2.42 4.46 5.15
H 0.62 5.80 6.20
H -1.64 6.01 5.05
H -0.62 1.60 0.39
H 1.46 4.55 0.44
H 3.93 4.71 0.23
H 6.22 1.78 0.21
H 6.08 3.50 -0.21
H 6.08 3.01 1.48
H 4.23 0.43 0.48
H 1.76 0.25 0.60
```

Output
ΔE to the lowest compared entry with this formula, charge and spin in kJ/mol: 114.44
E_LUMO in eV: -2.578
Total energy in a.u.: -1472.216833
2S+1: 1
Orbital gap in eV: 3.748
Net charge: 0



- What is the formula in the second record?
  C32H37BrCuN9O4